Here is C6H18BrMnNO6 as an isolated structure at a distorted geometry from the OMol25 dataset. Energies are from ωB97M-V with the def2-TZVPD basis set.

```
! RIJCOSX wB97M-V def2-TZVPD def2/J DEFGRID3
* xyz 0 6
Mn -0.484 -0.673 0.029
Br -2.974 -1.452 -0.052
N -1.651 2.437 0.190
O -2.852 2.534 0.250
O -1.158 1.368 0.484
O -0.971 3.282 -0.306
C -0.149 -0.971 4.645
C -1.008 -1.198 3.376
O -0.307 -0.934 2.188
H 0.239 0.048 4.659
H 0.718 -1.628 4.577
H -0.734 -1.201 5.535
H -1.944 -0.676 3.575
H -1.301 -2.248 3.372
H 0.602 -0.994 2.493
C -1.515 -1.616 -4.012
C -0.845 -0.315 -3.415
O -0.166 -0.480 -2.186
H -0.805 -2.284 -4.499
H -2.237 -1.324 -4.775
H -2.042 -2.181 -3.244
H -1.547 0.514 -3.334
H 0.010 -0.030 -4.029
H 0.688 -0.844 -2.430
C 2.631 2.050 -0.749
C 2.497 0.559 -0.475
O 1.465 0.327 0.468
H 1.673 2.568 -0.724
H 3.129 2.334 -1.676
H 3.318 2.433 0.006
H 3.379 0.203 0.056
H 2.484 -0.132 -1.319
H 1.855 0.523 1.323
*
```

## Properties
Kohn-Sham gap (alpha / beta) = 7.23 / 7.03 eV
E_tot = -4470.48409 Ha
molar mass = 335.05 g/mol
max |F| = 5.766 eV Å⁻¹
relative energy (zero: lowest compared OMol25 entry of this formula, charge and spin) = 72.5 kcal per mole

These are the natural (NBO) partial charges, in e, on atoms 1 to 6:
1 Mn 1.546
2 Br -0.752
3 N 0.745
4 O -0.475
5 O -0.685
6 O -0.506